(1)
This record from the OMol25 dataset describes a molecular structure, C30H44BrN3P2Re at a distorted geometry. The level of theory is wB97M-V/def2-TZVPD.

ORCA input file:
```
! RIJCOSX wB97M-V def2-TZVPD def2/J DEFGRID3
* xyz 4 4
C 6.38 -1.39 0.21
C 5.22 -1.15 -0.59
C 5.48 -0.89 -2.00
C 6.78 -0.85 -2.47
N 7.83 -1.07 -1.67
C 7.66 -1.32 -0.37
C 3.89 -1.10 -0.10
C 2.65 -0.74 -0.29
C 1.82 0.49 -0.29
C 0.47 0.18 -0.77
C -0.55 1.00 -0.15
C -0.21 2.27 0.35
C 1.14 2.63 0.46
C 2.18 1.80 0.09
Re 0.99 -1.05 0.72
P -1.19 -2.00 0.83
H 4.65 -0.70 -2.68
H 6.30 -1.60 1.28
H 6.98 -0.63 -3.52
H 8.56 -1.48 0.23
H 3.23 2.04 0.24
H 0.38 -0.12 -1.81
H 1.29 3.64 0.82
H -1.56 0.62 -0.15
C -2.68 -1.07 1.56
C -4.06 -1.18 0.92
H -2.39 -0.01 1.58
H -2.76 -1.42 2.60
H -4.80 -0.69 1.58
H -4.13 -0.69 -0.06
H -4.39 -2.22 0.81
C -1.95 -2.52 -0.79
C -0.92 -3.28 -1.61
H -2.27 -1.60 -1.31
H -2.86 -3.12 -0.59
H -1.31 -3.43 -2.63
H 0.02 -2.72 -1.69
H -0.71 -4.26 -1.17
C -1.20 -3.52 1.86
C -2.48 -4.36 1.90
H -0.95 -3.20 2.88
H -0.36 -4.14 1.51
H -2.30 -5.28 2.48
H -3.32 -3.84 2.37
H -2.82 -4.68 0.91
Br -1.54 3.26 1.19
P -2.17 2.75 -3.17
C -2.70 1.17 -2.44
C -4.18 0.93 -2.74
H -2.60 1.24 -1.35
H -2.04 0.37 -2.83
H -4.48 -0.08 -2.44
H -4.79 1.66 -2.21
H -4.36 1.05 -3.82
C -2.11 3.96 -1.80
C -2.32 5.40 -2.21
H -1.12 3.83 -1.35
H -2.87 3.65 -1.08
H -2.44 6.02 -1.32
H -1.47 5.77 -2.79
H -3.23 5.48 -2.81
C -0.44 2.52 -3.69
C -0.29 2.63 -5.21
H -0.12 1.54 -3.33
H 0.15 3.30 -3.17
H 0.77 2.59 -5.47
H -0.79 1.81 -5.72
H -0.70 3.57 -5.60
N 1.15 -0.40 6.99
C 1.12 -0.39 5.63
C -0.11 -0.48 4.95
C -0.11 -0.54 3.57
N 1.02 -0.67 2.83
C 2.22 -0.46 3.46
C 2.29 -0.31 4.85
H 0.29 -0.50 7.52
H 2.02 -0.34 7.48
H -1.06 -0.51 5.48
H -1.05 -0.52 3.02
H 3.09 -0.45 2.80
H 3.25 -0.19 5.31
*
```

Results
LUMO (spin up / spin down) = -13.814 / -13.746 eV
E_tot = -126997.1906 eV

These are the Löwdin partial charges, in e, on atoms 1 to 4: 0.060 -0.171 0.053 -0.056



(2)
This record from the OMol25 dataset describes 9 unconnected molecules or ions with the total composition C30H44Cl6O14 at a distorted geometry. The level of theory is wB97M-V/def2-TZVPD.

ORCA input file:
```
! RIJCOSX wB97M-V def2-TZVPD def2/J DEFGRID3
* xyz 0 1
Cl -3.50 -0.63 5.06
C -3.56 -1.44 3.49
Cl -5.10 -1.34 2.67
Cl -2.93 -3.12 3.58
H -2.82 -0.92 2.87
Cl -1.74 -6.03 1.59
C -2.94 -5.54 0.34
Cl -4.60 -5.60 1.03
Cl -2.58 -6.47 -1.11
H -2.81 -4.46 0.16
O 5.20 -1.14 -6.47
C 4.69 -0.20 -5.94
C 3.51 -0.10 -4.99
C 2.92 1.29 -5.16
C 4.16 2.04 -5.59
O 5.01 1.12 -6.21
H 2.81 -0.87 -5.17
H 3.80 -0.29 -3.94
H 2.16 1.30 -5.95
H 2.53 1.73 -4.22
H 3.96 2.76 -6.36
H 4.68 2.42 -4.72
O -0.53 -0.99 2.61
C 0.22 -1.42 3.45
C 0.64 -2.90 3.73
C 2.01 -2.70 4.31
C 1.92 -1.35 5.01
O 0.85 -0.59 4.32
H -0.06 -3.33 4.44
H 0.58 -3.44 2.81
H 2.30 -3.51 4.92
H 2.70 -2.74 3.48
H 1.67 -1.33 6.07
H 2.87 -0.81 4.88
O -0.90 4.79 1.68
C -1.63 3.82 1.42
C -2.66 3.76 0.41
C -3.48 2.57 0.86
C -2.50 1.80 1.68
O -1.44 2.66 2.04
H -3.23 4.65 0.30
H -2.18 3.58 -0.54
H -4.42 2.74 1.42
H -3.85 2.02 -0.03
H -2.87 1.45 2.62
H -2.09 1.00 1.01
O 3.76 2.73 -1.66
C 2.86 3.45 -1.33
C 1.60 3.82 -2.18
C 0.69 4.55 -1.19
C 1.71 5.02 -0.17
O 2.79 4.06 -0.08
H 1.93 4.44 -3.02
H 1.24 2.87 -2.59
H 0.03 5.30 -1.55
H 0.07 3.83 -0.67
H 2.08 6.09 -0.21
H 1.32 4.91 0.79
O -2.38 -2.19 0.03
C -1.20 -2.13 -0.17
C -0.34 -0.94 -0.46
C 0.80 -1.55 -1.18
C 0.93 -2.93 -0.50
O -0.50 -3.28 -0.07
H -0.79 -0.18 -1.04
H -0.04 -0.47 0.51
H 0.54 -1.57 -2.24
H 1.74 -1.03 -1.03
H 1.37 -3.74 -1.08
H 1.51 -2.74 0.39
O -2.03 -1.37 -3.35
C -3.04 -1.74 -2.84
C -3.50 -3.17 -2.62
C -4.63 -3.06 -1.68
C -5.01 -1.58 -1.75
O -3.95 -0.87 -2.38
H -3.84 -3.60 -3.62
H -2.65 -3.75 -2.36
H -5.50 -3.71 -1.96
H -4.43 -3.29 -0.65
H -5.96 -1.33 -2.31
H -5.13 -1.11 -0.74
O 2.75 -1.16 1.51
C 2.75 -0.07 2.03
C 1.89 1.07 1.69
C 2.10 2.14 2.74
C 3.49 1.80 3.21
O 3.67 0.34 2.94
H 2.26 1.35 0.68
H 0.82 0.82 1.61
H 2.12 3.14 2.29
H 1.41 2.24 3.59
H 4.19 2.32 2.56
H 3.68 2.00 4.23
*
```

Results
SMILES = ClC(Cl)Cl.ClC(Cl)Cl.O=C1CCCO1.O=C1CCCO1.O=C1CCCO1.O=C1CCCO1.O=C1CCCO1.O=C1CCCO1.O=C1CCCO1
LUMO = 0.259 eV
E_tot = -135624.0300 eV

These are the Löwdin partial charges, in e, on atoms 1 to 4: 0.544 -1.551 0.561 0.549



The records above yield energy relative to the best compared isomer or geometry (same formula, charge and spin) values of 17.10, 0.00 kcal per mole, respectively.